1) The following is a quantum chemistry calculation of a gas-phase ion, C6H5N2 (charge +1), from the OMol25 dataset.

Results
Lowest unoccupied orbital energy (alpha / beta) in eV: -8.31 / -8.28
Charge: +1
HOMO energy (alpha / beta) in eV: -15.10 / -14.78
Frontier orbital gap (alpha / beta) in eV: 6.7879 / 6.4963
SMILES: C#CC1=[N+]=NC=C1C

```
13
C6H5N2 (ωB97M-V/def2-TZVPD)
C 1.53 1.80 2.36
C 1.63 1.21 1.30
C 1.54 0.54 0.11
N 2.92 0.40 -0.64
N 2.60 -0.35 -1.50
C 1.32 -0.70 -1.70
C 0.62 -0.12 -0.63
C -0.86 -0.27 -0.27
H 1.52 1.93 3.46
H 0.94 -1.40 -2.56
H -0.85 0.19 0.72
H -1.16 -1.37 -0.29
H -1.42 0.24 -1.12
```



2) The following is a quantum chemistry calculation of 2 unconnected molecules or ions with the total composition C6H5N2, from the OMol25 dataset.

Results
Lowest unoccupied orbital energy (alpha / beta) in eV: -9.30 / -9.31
Charge: +1
HOMO energy (alpha / beta) in eV: -15.21 / -15.16
Frontier orbital gap (alpha / beta) in eV: 5.9097 / 5.8552

```
13
C6H5N2 (ωB97M-V/def2-TZVPD)
C -1.46 -0.68 -1.49
C 1.70 1.78 1.74
C -0.58 -1.68 -0.87
C 0.39 -0.58 -0.17
C -0.30 0.86 -0.45
C -0.19 0.26 0.79
N 2.41 2.43 2.35
N -1.47 0.52 -1.18
H -0.80 0.37 1.64
H -1.31 -2.13 -0.11
H 0.08 -2.36 -1.44
H 1.46 -0.64 -0.24
H 0.07 1.87 -0.56
```



Relative calculated energies, zero for the most stable structure, unit kJ/mol: 1) 0.0; 2) 404.8.